{"formula": "C28H35B2F4N6V", "method": "ωB97M-V/def2-TZVPD", "elements": ["H", "C", "C", "H", "B", "H", "H", "H", "H", "C", "C", "H", "H", "H", "C", "C", "C", "N", "C", "N", "H", "N", "N", "C", "C", "C", "H", "C", "N", "B", "H", "V", "H", "H", "F", "C", "H", "C", "H", "C", "C", "F", "H", "H", "C", "H", "H", "H", "H", "C", "C", "H", "N", "H", "H", "C", "C", "C", "H", "H", "C", "H", "H", "C", "F", "C", "H", "H", "H", "C", "F", "C", "H", "H", "C", "H"], "positions_angstrom": [[-2.27063, 0.33596, -3.27946], [-3.55856, 1.59782, 0.77012], [-1.25507, -2.97140, -2.80874], [-0.56746, -4.46413, 2.99629], [-0.89586, 1.99002, 3.14320], [2.16512, -1.41329, -1.16697], [3.17449, 5.67343, -1.14729], [-5.73489, 1.60287, 0.93918], [0.99837, -0.20113, -5.02698], [-4.95996, 1.87208, 0.22071], [2.74622, -1.13062, 2.89612], [0.55376, 2.75186, 0.54851], [-2.57636, 1.40811, -1.15673], [4.77156, -1.03100, 2.13288], [-3.74310, -1.91997, 1.84504], [-3.43138, 0.14968, 1.15666], [3.58111, 3.65016, -1.66606], [-1.14730, -2.77632, -0.61041], [3.21110, 2.28833, -1.53280], [-2.57042, -1.83298, 1.20532], [4.14462, -0.83798, -2.46644], [-0.27956, -2.77980, 1.78663], [-0.64073, -1.62901, -1.12601], [-0.30220, -0.59497, -3.34403], [1.51142, -1.96341, 2.67891], [1.64464, 0.57998, -0.59263], [1.62582, -1.41340, -3.91164], [3.82935, -1.52643, 1.88821], [-2.37391, -0.56127, 0.79167], [-1.51706, -2.90728, 0.88248], [4.44355, 3.89070, -2.27976], [-0.17423, -0.16122, 0.42178], [3.54275, -1.22092, 0.88341], [-1.42888, -3.35262, -3.79959], [-0.29741, 1.14338, 2.08449], [-1.53373, 0.01326, -4.01508], [-5.29610, -0.40459, 2.25090], [0.04312, -3.59988, 2.79358], [1.77737, 0.68076, 3.63073], [2.08329, 1.93902, -0.74713], [2.52103, 0.37414, 2.89622], [-1.98584, 1.30418, 3.65095], [-5.07586, 2.93117, -0.01696], [-4.07820, -2.86467, 2.24115], [1.18745, -3.12607, 3.39281], [-2.01870, -0.71103, -4.67471], [2.19148, 0.72700, 1.92043], [-1.24890, 0.87845, -4.61713], [3.99670, -2.60555, 1.88667], [1.39095, 2.99413, -0.09492], [-1.52330, -3.59027, -1.60898], [-1.49415, 1.96203, 0.15186], [0.61623, -1.76130, 1.70911], [1.21993, 5.07495, 0.29101], [3.46461, 0.87538, 3.12538], [1.76887, 4.30098, -0.23104], [2.42820, -0.35814, -1.23740], [-0.70511, -1.72940, -2.44904], [-3.41756, 2.19509, 1.67425], [0.16395, 0.15880, -2.70568], [3.95672, 1.26135, -2.16285], [-2.65301, 3.06108, -0.53066], [3.10339, -1.41551, 3.89408], [0.71977, -1.04022, -4.38651], [-1.27659, 3.17563, 2.51874], [-4.34193, -0.67656, 1.83625], [-1.96076, -4.54759, -1.37847], [1.72611, -3.53904, 4.22750], [-1.99030, -3.99721, 1.07311], [-2.50725, 2.01610, -0.25184], [0.07634, 2.20432, 4.09891], [3.57393, -0.03965, -2.00216], [4.82553, 1.52726, -2.75557], [0.31359, -1.82973, -5.02446], [2.87801, 4.63718, -1.03649], [-5.13818, 1.29886, -0.69266]], "atomic_forces_ev_per_a": [[-0.002, 0.005, 0.036], [-0.077, -0.050, 0.105], [0.025, -0.010, 0.029], [0.024, -0.007, 0.028], [0.020, -0.036, -0.098], [-0.028, 0.018, 0.007], [0.001, 0.011, 0.007], [0.001, 0.002, 0.016], [0.003, 0.009, 0.000], [-0.041, 0.024, 0.000], [0.053, -0.128, 0.101], [0.029, -0.017, -0.003], [0.014, -0.037, -0.013], [0.006, 0.010, 0.011], [-0.147, -0.058, -0.015], [-0.024, 0.069, -0.181], [0.017, 0.030, -0.018], [-0.021, 0.041, -0.136], [0.120, -0.005, -0.076], [-0.013, 0.206, 0.056], [0.017, 0.008, -0.020], [0.083, 0.007, 0.064], [0.036, -0.110, 0.118], [0.040, -0.038, 0.041], [0.116, 0.171, -0.142], [-0.105, -0.161, 0.067], [0.019, -0.019, 0.036], [0.050, -0.017, 0.006], [0.396, -0.089, 0.245], [-0.063, -0.264, -0.005], [-0.001, 0.024, 0.005], [-0.024, 0.235, -0.189], [-0.030, 0.016, -0.022], [-0.009, -0.016, -0.022], [0.056, 0.068, 0.041], [-0.025, 0.033, -0.057], [-0.017, -0.013, 0.028], [-0.012, -0.145, -0.029], [0.045, -0.028, -0.032], [-0.139, 0.008, 0.109], [-0.014, 0.075, 0.048], [-0.072, -0.017, 0.008], [0.011, 0.012, 0.010], [-0.010, 0.005, 0.014], [-0.044, 0.055, -0.035], [0.010, -0.026, 0.002], [0.009, -0.031, -0.028], [-0.003, 0.012, 0.001], [0.005, -0.016, 0.012], [-0.025, 0.122, 0.018], [-0.019, -0.082, 0.120], [-0.019, -0.009, 0.029], [-0.320, 0.095, -0.072], [0.005, 0.013, -0.002], [0.005, 0.018, 0.017], [-0.032, -0.010, 0.021], [0.002, -0.101, -0.040], [0.062, 0.133, -0.023], [0.041, 0.009, -0.006], [-0.003, 0.006, -0.014], [-0.020, -0.022, 0.020], [-0.001, -0.004, -0.008], [-0.023, 0.001, -0.049], [0.029, 0.028, -0.041], [-0.045, 0.056, -0.041], [0.052, -0.053, -0.056], [-0.005, -0.011, -0.053], [-0.005, -0.029, 0.019], [-0.061, -0.031, 0.002], [0.029, 0.047, -0.010], [0.040, 0.024, 0.074], [0.001, 0.049, -0.013], [0.009, -0.010, -0.006], [-0.023, -0.009, 0.005], [0.022, -0.026, -0.022], [0.020, -0.019, -0.001]], "e_tot_ha": -2810.159231, "homo_lumo_gap_ev": [6.78, 7.58], "spin_multiplicity": 4, "relative_energy_kcal_mol": 0.00, "total_charge": -1}